Entry 1:
Computed, not measured: 2 unconnected molecules or ions with the total composition C4H12S2 in a non-equilibrium geometry, with wB97M-V/def2-TZVPD.

Its total energy is -955.94977 hartree. As for the net charge: 0. Its SMILES is CCS.CCS. The energy above the lowest of the compared OMol25 structures with the same formula, charge and spin is 9.21 kcal/mol. The value obtained for the lowest unoccupied orbital energy is 0.83 eV.

Geometry (Å):
1 S 2.478 -0.609 -0.798
2 S -2.592 -0.031 0.535
3 C 2.001 -0.036 0.883
4 C -1.976 0.471 -1.110
5 C 1.233 -1.037 1.720
6 C -1.187 1.790 -1.084
7 H 1.247 -0.603 -1.336
8 H 1.881 -1.888 1.911
9 H -2.938 0.664 -1.593
10 H -1.569 0.309 1.304
11 H 1.527 0.931 0.740
12 H -1.554 -0.366 -1.662
13 H 2.983 0.187 1.303
14 H -1.081 2.148 -2.110
15 H -1.893 2.460 -0.595
16 H 0.377 -1.432 1.179
17 H -0.197 1.745 -0.645
18 H 0.987 -0.563 2.670

=====

Entry 2:
Computed, not measured: 2 unconnected molecules or ions with the total composition C2H3BrF7N4O2PS in a non-equilibrium geometry, with wB97M-V/def2-TZVPD.

Its total energy is -4460.11280 hartree. As for the net charge: 0. The value obtained for the lowest unoccupied orbital energy is -2.79 eV.

Geometry (Å):
1 Br -0.499 1.648 -1.609
2 S 3.045 2.318 -2.114
3 P -3.597 -1.413 1.916
4 F 1.968 3.339 -2.570
5 F -3.820 0.174 2.254
6 F -4.222 -2.500 0.860
7 F -3.043 -0.876 0.431
8 F -2.027 -1.157 2.401
9 F -3.294 -2.696 2.891
10 F -5.084 -1.400 2.598
11 O 3.891 2.960 -1.189
12 O 3.741 1.768 -3.208
13 N 2.286 1.069 -1.243
14 N -0.029 -0.920 0.214
15 N 0.985 0.742 -1.006
16 N 2.348 -0.728 -0.007
17 C 1.048 -0.356 -0.231
18 C 3.064 0.160 -0.640
19 H -0.022 -1.867 0.568
20 H 4.145 0.101 -0.599
21 H -0.885 -0.367 0.282

=====

Entry 3:
Computed, not measured: a gas-phase ion, C3H3N2O (charge +1) in a non-equilibrium geometry, with wB97M-V/def2-TZVPD.

Its total energy is -300.49190 hartree. As for the net charge: +1. Its SMILES is [NH2+]=C=C[N+]#C[O-]. The energy above the lowest of the compared OMol25 structures with the same formula, charge and spin is 48.63 kcal/mol. The value obtained for the lowest unoccupied orbital energy is -5.71 eV.

Geometry (Å):
1 O 3.628 0.078 -0.415
2 N -1.913 0.162 0.927
3 N 1.303 0.364 -0.772
4 C 0.263 -0.313 -0.496
5 C 2.503 0.118 -0.600
6 C -0.896 -0.008 0.187
7 H -0.086 -0.992 -1.343
8 H -2.487 1.115 0.936
9 H -2.315 -0.525 1.577

=====

Entry 4:
Computed, not measured: 2 unconnected molecules or ions with the total composition C3H12N2O in a non-equilibrium geometry, with wB97M-V/def2-TZVPD.

Its total energy is -305.85139 hartree. As for the net charge: +1. The expectation value of S² is 0.7555. Its spin multiplicity is 2. The energy above the lowest of the compared OMol25 structures with the same formula, charge and spin is 50.99 kcal/mol. The value obtained for the lowest unoccupied orbital energy (alpha / beta) is -3.06 / -8.85 eV.

Geometry (Å):
1 O 2.440 -0.312 0.310
2 N -0.003 -0.832 2.265
3 N -0.232 -0.054 -0.119
4 C -0.832 -0.245 1.228
5 C -0.664 0.590 -2.481
6 C -1.054 0.895 -1.098
7 H 0.390 0.588 -2.378
8 H -0.816 1.353 -3.243
9 H -1.069 0.783 1.467
10 H -0.966 -0.349 -3.001
11 H -0.339 -1.037 3.174
12 H 0.826 -0.305 2.469
13 H -0.772 1.878 -0.831
14 H 2.541 -0.514 -0.640
15 H 1.523 -0.094 0.248
16 H 0.079 -0.974 -0.499
17 H -2.161 0.641 -1.247
18 H -1.812 -0.701 1.088

=====

Entry 5:
Computed, not measured: a molecular structure, C32H24CuN17O2S in a non-equilibrium geometry, with wB97M-V/def2-TZVPD.

Its total energy is -4353.81625 hartree. As for the net charge: -2. The energy above the lowest of the compared OMol25 structures with the same formula, charge and spin is 63.25 kcal/mol. The value obtained for the lowest unoccupied orbital energy is 3.14 eV.

Geometry (Å):
1 Cu -1.555 -0.585 -0.649
2 S -1.152 -9.649 0.077
3 O 2.630 4.611 0.694
4 O -0.229 -10.017 -2.398
5 N -2.123 3.798 -0.433
6 N -5.600 -0.322 -0.188
7 N -2.503 -0.396 3.410
8 N 3.463 6.628 0.810
9 N 0.701 -0.213 -1.086
10 N -5.507 -0.306 -1.529
11 N -1.954 3.808 -1.769
12 N 2.805 -0.955 -1.387
13 N -4.262 -0.262 -1.884
14 N -0.634 -0.164 2.365
15 N -1.462 1.785 -0.912
16 N 2.642 -0.454 -0.144
17 N -1.593 -0.146 1.409
18 N -1.172 -0.305 3.533
19 N -3.477 -0.256 -0.790
20 N -3.999 -0.249 1.571
21 N 4.500 5.741 0.781
22 C 4.657 3.272 0.638
23 C 6.665 1.989 0.345
24 C -1.272 -5.108 -0.613
25 C -2.544 -10.578 -2.150
26 C -1.363 5.956 0.477
27 C -1.165 -7.870 -0.164
28 C 3.929 2.088 0.744
29 C -1.560 2.572 -2.009
30 C -0.054 5.509 0.547
31 C -2.315 -7.159 0.167
32 C -1.192 -10.108 -1.696
33 C 6.040 3.215 0.447
34 C 3.738 -0.410 0.789
35 C 2.365 5.939 0.758
36 C -0.057 -7.214 -0.688
37 C -1.828 2.579 0.060
38 C 1.604 -0.798 -1.909
39 C -4.335 -0.290 0.227
40 C 1.382 -0.011 0.016
41 C 5.930 0.811 0.439
42 C -0.115 -5.851 -0.917
43 C 3.985 4.552 0.711
44 C -1.334 -3.712 -0.842
45 C -2.727 -0.290 2.098
46 C -2.363 -5.794 -0.049
47 C -0.582 8.216 0.791
48 C -1.376 -2.496 -1.037
49 C 4.559 0.856 0.650
50 C 0.998 6.411 0.727
51 C -2.508 4.981 0.284
52 C -1.623 7.316 0.598
53 C 0.724 7.774 0.852
54 H -2.893 4.661 1.254
55 H -3.159 -7.679 0.605
56 H -0.799 9.272 0.885
57 H 0.968 0.362 0.943
58 H 6.427 -0.146 0.338
59 H 1.366 -1.128 -2.906
60 H 6.591 4.144 0.377
61 H 3.317 -0.467 1.794
62 H 0.170 4.455 0.446
63 H 0.740 -5.326 -1.322
64 H 1.550 8.459 0.994
65 H -2.644 7.675 0.535
66 H -3.317 5.467 -0.262
67 H -1.900 2.304 1.102
68 H -3.235 -9.737 -2.083
69 H 2.857 2.133 0.895
70 H -4.745 -0.459 2.209
71 H -2.905 -11.358 -1.481
72 H -1.347 2.219 -3.004
73 H -3.246 -5.226 0.213
74 H 7.734 1.943 0.181
75 H -2.506 -10.942 -3.178
76 H 4.356 -1.288 0.609
77 H 0.840 -7.774 -0.918

=====

Entry 6:
Computed, not measured: a single C4H7NO2 molecule in a non-equilibrium geometry, with wB97M-V/def2-TZVPD.

Its total energy is -361.74293 hartree. As for the net charge: 0. The energy above the lowest of the compared OMol25 structures with the same formula, charge and spin is 86.55 kcal/mol. The value obtained for the lowest unoccupied orbital energy is 0.73 eV.

Geometry (Å):
1 O -1.043 -0.767 1.280
2 O 0.972 1.205 0.677
3 N 1.400 -0.705 -0.538
4 C -0.036 -0.910 -0.923
5 C 1.850 0.316 0.249
6 C -0.945 -0.132 0.024
7 C -0.363 1.264 0.161
8 H -0.321 1.788 -0.798
9 H -0.296 -1.971 -0.923
10 H -1.967 -0.061 -0.364
11 H -0.234 -0.573 1.773
12 H -0.906 1.865 0.889
13 H -0.187 -0.550 -1.953
14 H 1.986 -1.237 0.154

=====

Entry 7:
Computed, not measured: a molecular structure, C24H32F5GeIrO2S2 in a non-equilibrium geometry, with wB97M-V/def2-TZVPD.

Its total energy is -4560.68809 hartree. As for the net charge: +1. The expectation value of S² is 8.8049. Its spin multiplicity is 6. The energy above the lowest of the compared OMol25 structures with the same formula, charge and spin is 0.00 kcal/mol. The value obtained for the lowest unoccupied orbital energy (alpha / beta) is -2.19 / -5.33 eV.

Geometry (Å):
1 Ir -0.213 1.260 0.855
2 Ge 2.934 0.416 2.251
3 S -1.755 3.030 0.982
4 S -2.892 0.321 -1.163
5 F 1.204 3.616 0.534
6 F 0.695 8.158 -0.460
7 F -3.097 5.536 0.308
8 F -1.994 7.910 -0.301
9 F 2.288 5.995 -0.053
10 O 1.656 -0.713 -0.190
11 O -1.805 0.027 -0.133
12 C 0.394 4.673 0.356
13 C 2.440 -5.432 -0.272
14 C -1.240 -1.564 -2.439
15 C 0.316 -2.063 1.451
16 C 1.764 -4.361 0.270
17 C 2.021 1.729 3.431
18 C -2.286 -0.488 -2.698
19 C -5.981 0.464 -2.013
20 C -1.777 5.636 0.236
21 C -0.987 4.510 0.482
22 C 4.711 0.958 1.594
23 C 0.970 5.886 0.044
24 C 0.159 6.991 -0.168
25 C 1.374 -1.936 0.408
26 C 3.070 -2.859 -1.119
27 C -1.810 -2.891 -1.949
28 C 3.427 -5.237 -1.234
29 C -5.569 -0.021 -0.624
30 C 2.059 -3.035 -0.138
31 C -1.220 6.860 -0.081
32 C 1.763 0.469 0.539
33 C 3.730 -3.943 -1.653
34 C -4.256 -0.797 -0.662
35 C 3.060 -1.348 3.115
36 H -0.520 -1.186 -1.711
37 H -0.694 -1.721 -3.371
38 H 0.960 1.757 3.171
39 H 5.437 0.943 2.407
40 H 0.989 -4.528 1.006
41 H -3.170 -0.867 -3.213
42 H -2.591 -3.258 -2.618
43 H -2.227 -2.801 -0.945
44 H 4.496 -3.788 -2.402
45 H 0.115 -1.095 1.925
46 H -3.958 -1.158 0.322
47 H -4.317 -1.635 -1.355
48 H -5.249 1.168 -2.417
49 H -1.021 -3.642 -1.910
50 H 5.041 0.256 0.829
51 H -0.634 -2.410 1.031
52 H 2.257 1.169 -0.141
53 H -1.863 0.325 -3.290
54 H 3.340 -2.122 2.402
55 H 3.319 -1.859 -1.443
56 H 2.432 2.730 3.299
57 H 4.683 1.959 1.165
58 H -6.343 -0.674 -0.218
59 H 3.952 -6.084 -1.654
60 H 0.616 -2.759 2.233
61 H -6.944 0.969 -1.979
62 H -5.474 0.827 0.060
63 H 2.197 -6.434 0.055
64 H 2.133 -1.634 3.608
65 H -6.069 -0.378 -2.703
66 H 2.108 1.455 4.482
67 H 3.846 -1.284 3.870

=====

Entry 8:
Computed, not measured: a gas-phase ion, C4H8N2 (charge +2) in a non-equilibrium geometry, with wB97M-V/def2-TZVPD.

Its total energy is -265.88674 hartree. As for the net charge: +2. The energy above the lowest of the compared OMol25 structures with the same formula, charge and spin is 55.05 kcal/mol. The value obtained for the lowest unoccupied orbital energy is -12.35 eV.

Geometry (Å):
1 N -0.845 -0.652 -0.151
2 N -1.070 1.592 -0.009
3 C 1.855 -0.442 -0.067
4 C -1.765 -1.450 -0.007
5 C 1.104 0.676 0.187
6 C -0.321 0.497 -0.014
7 H 2.440 -0.485 0.950
8 H -1.989 -2.012 0.956
9 H 1.565 1.594 0.433
10 H -0.943 2.625 -0.004
11 H 1.519 -1.370 -0.508
12 H -2.393 -1.803 -0.963
13 H -2.069 1.403 -0.248
14 H 2.912 -0.172 -0.555

=====

Entry 9:
Computed, not measured: a single C3H3F3 molecule, with wB97M-V/def2-TZVPD.

Its total energy is -415.64643 hartree. As for the net charge: 0. Its SMILES is F[C@H]1[C@H](F)[C@H]1F. The energy above the lowest of the compared OMol25 structures with the same formula, charge and spin is 28.66 kcal/mol. The value obtained for the lowest unoccupied orbital energy is 1.06 eV.

Geometry (Å):
1 F 1.248 -0.503 -1.419
2 F 1.112 -0.837 1.349
3 F -1.957 0.357 -0.046
4 C 0.414 0.307 -0.695
5 C -0.784 -0.336 -0.080
6 C 0.331 0.129 0.791
7 H 0.307 1.304 -1.095
8 H -0.893 -1.416 -0.221
9 H 0.223 0.995 1.418